Entry 1:
{"formula": "C4H10N2O2", "method": "ωB97M-V with the def2-TZVPD basis set", "e_above_lowest_kcal_mol": 45.0, "multiplicity": 2, "lumo_ha": [-0.142, -0.235], "e_tot_ev": -11376.1588, "s2": 0.7556, "charge": 1, "species": ["N", "C", "C", "N", "C", "C", "O", "O", "H", "H", "H", "H", "H", "H", "H", "H", "H", "H"], "positions_angstrom": [[-2.250308, 0.323543, -1.592135], [-1.109572, -0.150801, -0.791405], [-1.231151, 0.061806, 0.657900], [-0.177786, -0.314287, 1.421213], [1.179764, -0.751505, 1.131905], [2.037407, 0.416404, 0.527377], [2.228340, 0.252691, -0.885891], [-2.242115, 0.536219, 1.143520], [-1.998002, 1.240556, -1.986577], [-3.118553, 0.542748, -1.085698], [-2.401094, -0.343925, -2.350640], [1.879552, -0.587677, -1.164947], [-0.202597, -0.288593, -1.351681], [-0.391587, -0.152836, 2.396024], [1.721446, -1.097593, 2.001433], [1.187638, -1.501243, 0.326137], [3.040860, 0.326780, 1.034793], [1.847754, 1.487719, 0.568673]], "atomic_forces_ev_per_a": [[0.7, 0.5, -0.1], [-0.6, 0.5, 0.4], [1.1, -0.6, 0.2], [-0.4, -0.4, 1.0], [0.0, 2.3, -1.8], [2.4, -0.8, -0.1], [-0.3, 0.3, 0.0], [-0.6, 0.2, -0.6], [0.1, -0.2, -0.4], [0.2, -0.6, 0.7], [-0.4, 0.2, -0.2], [0.3, -0.6, -0.2], [0.1, -0.1, -0.1], [0.1, 0.0, 0.1], [-0.6, -0.3, 0.3], [-0.1, -0.3, 0.6], [-0.7, 0.0, -0.6], [-1.1, -0.2, 0.9]], "mulliken_charge": [-0.1964, -0.7772, 0.7911, -0.1100, -0.8308, -0.2019, -0.4972, -0.6240, 0.3827, 0.3657, 0.4003, 0.2806, 0.4297, 0.2489, 0.3877, 0.4141, 0.2240, 0.3126]}

Entry 2:
{"formula": "C2H6BrClSi", "method": "ωB97M-V with the def2-TZVPD basis set", "e_above_lowest_kcal_mol": 98.8, "lumo_ha": [0.018, -0.059], "e_tot_ev": -92612.1554, "species": ["C", "C", "Si", "Cl", "Br", "H", "H", "H", "H", "H", "H"], "positions_angstrom": [[1.181780, -0.328799, 0.689569], [1.507153, 0.678619, -0.428684], [-2.991033, -0.011693, -0.453935], [-2.196560, -1.752127, 0.244141], [-1.879587, 1.653724, 0.335710], [0.878556, 0.138341, 1.650716], [0.429318, -1.164464, 0.483692], [2.102458, -0.873513, 0.797369], [2.089020, 0.141240, -1.345130], [1.594283, 1.720690, -0.173998], [-2.715386, -0.202020, -1.799448]], "atomic_forces_ev_per_a": [[-0.8, 0.1, -0.6], [0.7, -3.0, -1.0], [-0.7, -0.5, 1.3], [0.0, -0.6, 0.5], [0.4, 0.9, 0.3], [0.3, -0.2, -0.7], [0.8, 1.4, -0.2], [0.6, -0.4, 0.6], [-1.5, 2.0, 2.2], [0.1, 0.1, -0.4], [0.2, 0.2, -2.2]], "mulliken_charge": [-0.5752, -0.6618, 0.3754, -0.2097, -0.1027, 0.2558, 0.0876, 0.3306, 0.2203, 0.3482, -0.0686]}

Entry 3:
{"formula": "C4H5Br", "method": "ωB97M-V with the def2-TZVPD basis set", "e_above_lowest_kcal_mol": 21.6, "smiles": "C=C1C[C@H]1Br", "lumo_ha": 0.032, "e_tot_ev": -74269.0248, "species": ["C", "C", "C", "C", "Br", "H", "H", "H", "H", "H"], "positions_angstrom": [[0.454975, -0.956687, 1.284810], [0.176706, -0.072163, 0.368201], [-0.038929, 1.231974, -0.173107], [-0.537584, -0.042231, -0.909897], [0.373818, -0.711611, -2.414352], [0.173192, -2.030079, 1.039897], [1.034683, -0.550284, 2.133385], [-0.873082, 1.715217, 0.225693], [0.749579, 1.857041, -0.635167], [-1.513357, -0.441178, -0.919465]], "atomic_forces_ev_per_a": [[0.6, -0.5, 0.2], [-0.4, -1.2, -0.6], [0.5, 0.1, -1.7], [1.3, 0.2, 0.7], [0.5, -0.1, -0.7], [0.7, 1.4, 0.9], [-0.5, -1.1, 0.0], [-0.9, 1.3, 0.8], [-0.6, -0.6, 0.3], [-1.2, 0.4, 0.0]], "mulliken_charge": [-0.6256, 0.1949, -0.3741, -0.3486, -0.1514, 0.2418, 0.2526, 0.2111, 0.2454, 0.3540]}

Entry 4:
{"formula": "C4H5IN2O", "method": "ωB97M-V with the def2-TZVPD basis set", "e_above_lowest_kcal_mol": 17.4, "smiles": "CC(I)=C=N.N=C=O", "lumo_ha": 0.001, "e_tot_ev": -17355.9050, "species": ["C", "C", "I", "C", "N", "H", "H", "H", "H", "N", "C", "O", "H"], "positions_angstrom": [[1.052954, -0.972992, 0.306357], [0.396118, -0.616531, -0.988020], [-0.969993, -2.002948, -1.860510], [0.594776, 0.464001, -1.677970], [0.596564, 1.552171, -2.218497], [0.402601, -1.611813, 0.898483], [1.259063, -0.066282, 0.873821], [1.993258, -1.501999, 0.139735], [1.254999, 1.765427, -2.956207], [-1.698053, 0.627240, 1.180119], [-1.544307, 0.645784, 2.358959], [-1.314976, 0.482951, 3.477867], [-2.023003, 1.234991, 0.465864]], "atomic_forces_ev_per_a": [[0.2, -0.1, 0.0], [-0.4, -0.7, -0.2], [0.4, 0.4, 0.2], [-0.1, 0.0, -0.1], [-0.3, 0.6, -0.1], [0.0, 0.0, 0.0], [0.0, 0.0, 0.1], [0.0, -0.1, 0.0], [0.2, -0.2, -0.1], [-0.1, -0.3, -0.9], [0.0, -0.1, -0.4], [0.2, 0.0, 1.4], [-0.1, 0.3, -0.1]], "mulliken_charge": [-1.1052, -0.2089, 0.0422, 0.4890, -0.4845, 0.3463, 0.2962, 0.3265, 0.2871, -0.3111, 0.4967, -0.4174, 0.2430]}